Molecular formula: C45H45BiF9IN6O5P2S4
Method: DFT, the ωB97M-V functional and the def2-TZVPD basis

```
118
Properties=species:S:1:pos:R:3:forces:R:3
Bi -4.46616 -11.42883 -18.71293 0.125 0.493 -0.412
I -2.72468 -13.23568 -23.47936 -0.450 -0.108 0.186
S -5.51246 -10.80469 -20.96787 0.142 0.672 0.583
S -3.60503 -9.89766 -15.67982 0.092 -0.608 0.099
S -6.26582 -7.98544 -21.33498 -0.111 0.570 0.170
S -4.93602 -8.90429 -18.76612 -0.234 0.169 -0.460
P -8.73800 -12.44601 -18.43768 0.837 1.257 0.718
P -2.21993 -8.44874 -21.73465 -0.351 0.753 0.202
F -2.50269 -8.96697 -28.61220 0.825 0.773 -0.185
F 4.22384 -10.28321 -21.52923 -0.638 0.002 -0.354
F -3.12787 -1.78825 -21.01629 -0.023 -0.326 0.213
F -2.40841 -2.28030 -19.04945 0.105 -0.153 0.372
F -4.52008 -8.48059 -28.15397 -0.716 -0.284 0.125
F -4.48705 -2.66236 -19.57296 0.733 -0.240 -0.081
F 4.44959 -8.55826 -22.79903 -0.369 -0.340 0.000
F -3.64133 -10.45824 -27.73298 -1.280 -1.164 0.131
F 3.76181 -10.43143 -23.65923 -0.016 0.019 0.453
O -9.06691 -13.00663 -16.95527 0.052 -0.549 0.508
O -9.60420 -11.04254 -18.32247 0.014 -0.935 0.017
O -0.12799 -15.73867 -20.69119 -0.958 -0.176 0.105
O -2.43376 -10.94722 -19.19633 -0.189 -0.677 0.216
O -9.65314 -13.43663 -19.28070 0.165 0.014 -0.264
N -6.21179 -7.93728 -15.59521 1.619 0.610 1.049
N -3.65396 -13.30296 -20.26826 -0.938 0.665 0.495
N 0.72826 -12.04791 -17.94376 -0.565 0.498 0.203
N -4.88352 -7.53394 -15.95208 -0.119 0.686 0.343
N -3.23027 -6.16112 -16.62125 -2.492 0.452 0.545
N -2.79569 -7.41632 -16.44233 -0.807 -1.662 0.826
C -3.86677 -8.56623 -23.95369 1.572 0.129 -1.111
C -9.61624 -11.95596 -14.90852 -0.558 1.129 -0.422
C 0.70948 -13.33999 -18.24179 -1.360 0.344 -0.795
C -0.26685 -9.87168 -17.97320 1.689 -0.072 0.617
C -4.12011 -8.69284 -25.33805 -0.186 0.025 1.808
C -2.82443 -4.10602 -20.54726 -0.832 2.410 -0.044
C -11.49603 -14.80055 -19.97126 0.625 1.932 -1.092
C -0.16809 -15.38031 -19.32536 0.518 -0.259 2.033
C -0.34153 -11.31895 -18.25780 1.407 -0.623 0.139
C -5.62300 -14.23428 -23.28056 1.574 -0.001 1.226
C -4.64347 -13.80956 -21.12563 -0.184 -1.265 0.458
C 1.35162 -10.20477 -21.96628 -0.464 -0.633 0.281
C -9.18289 -8.86216 -17.54412 1.441 0.139 1.308
C -6.91487 -14.72252 -21.30174 1.893 1.483 1.637
C -8.99067 -9.81197 -18.66724 -0.362 0.353 -1.296
C -3.74440 -8.27088 -16.02065 -0.073 -0.641 -0.055
C -6.79375 -14.62609 -22.65864 -0.753 0.096 -1.357
C -1.48037 -13.18508 -19.31810 1.504 0.515 1.192
C -10.83108 -14.05673 -18.81112 -2.071 0.430 1.255
C -3.32653 -4.46545 -21.77960 -0.620 -0.609 -0.454
C -2.05446 -4.92723 -19.79305 0.052 -0.112 0.811
C -4.53309 -6.24902 -16.30645 1.543 -0.245 -0.955
C -1.45296 -8.45235 -24.46983 -1.731 0.113 -0.140
C -3.17655 -5.76619 -22.22706 0.543 -0.628 0.093
C 0.49199 -7.58655 -22.04955 0.078 1.036 -0.033
C -3.19440 -2.72080 -20.02657 -0.492 0.189 -0.878
C -3.46621 -9.15165 -27.70460 1.935 1.054 1.601
C -4.47810 -13.90478 -22.50861 -1.264 0.410 -0.430
C 2.21699 -9.22392 -22.35167 0.663 0.242 0.809
C 1.79750 -7.89861 -22.35284 1.574 0.271 -0.913
C -5.83349 -14.26369 -20.50532 -0.278 -0.345 -0.913
C -5.59094 -9.10631 -20.38549 0.037 -1.306 -0.080
C -1.76833 -8.63998 -25.82434 1.321 -0.099 0.021
C -5.52250 -5.20369 -16.52642 0.193 0.986 1.301
C 0.02999 -9.91815 -21.73377 -0.755 -0.026 0.135
C -1.86712 -6.19568 -20.24604 0.382 -0.789 -0.819
C -0.41030 -8.60050 -21.78571 -0.314 -0.423 0.125
C -2.49878 -13.78133 -20.14323 0.772 -0.286 -0.330
C -3.06637 -8.72973 -26.22932 -1.706 -0.667 -2.028
C -2.39375 -6.65032 -21.44862 -0.907 0.406 -0.002
C -2.51594 -8.39399 -23.50696 -0.092 -1.162 -2.122
C -1.47510 -11.84631 -18.90488 -0.732 0.631 -0.405
C 3.64882 -9.63587 -22.56823 0.858 0.816 -0.565
C -0.32502 -13.92538 -18.94544 -0.162 -0.229 -1.040
C -8.49500 -12.54047 -15.68717 -0.767 -1.756 -1.183
H -0.99841 -15.87638 -18.73015 0.780 -0.207 -1.465
H 0.18569 -6.52939 -22.05908 0.027 -0.621 -0.050
H -10.75260 -14.78593 -20.79543 -0.316 -0.561 0.457
H -4.96659 -4.31084 -16.74762 0.192 0.633 0.194
H -6.50514 -8.62136 -16.27441 -0.020 -0.406 -0.098
H -1.23661 -6.88123 -19.73141 0.348 -0.404 0.752
H -7.82892 -14.91329 -20.79624 -0.699 -0.471 0.108
H -10.03335 -11.14100 -15.54593 0.175 -0.425 0.723
H -5.14766 -8.86914 -25.64021 0.144 0.134 -0.202
H -0.76215 -9.67335 -17.04502 -0.755 0.426 0.386
H -8.00361 -13.44903 -15.29027 -0.206 0.712 0.215
H -5.52319 -14.19550 -24.33831 -0.182 0.018 -0.686
H -7.93043 -9.95150 -18.92039 -0.158 0.035 0.028
H -0.41262 -8.36714 -24.19675 -0.078 -0.081 0.119
H -3.91413 -3.78659 -22.38156 0.014 0.201 0.159
H -9.51909 -9.43560 -19.54423 0.244 -0.022 -0.278
H -0.99341 -8.80404 -26.59258 -0.246 0.332 0.627
H -10.19050 -8.72999 -17.25670 -1.368 0.064 -0.067
H 0.50630 -15.21932 -21.19383 0.124 0.206 0.346
H -3.65858 -6.08918 -23.16333 0.411 0.197 0.559
H -10.41106 -12.60692 -14.64709 -0.746 -1.073 -0.319
H -4.68475 -8.63490 -23.24806 0.065 0.042 0.026
H -9.32869 -11.59113 -13.94676 0.670 0.691 0.550
H -8.73895 -9.37559 -16.67661 0.183 0.511 0.125
H 0.76892 -9.51630 -17.85087 -0.147 -0.641 0.101
H -7.79666 -11.76573 -15.86721 1.148 0.668 -0.304
H 1.53828 -13.92801 -17.96405 0.993 -0.533 0.323
H -11.52921 -13.27194 -18.31168 1.114 -1.202 -0.968
H -0.70372 -10.71284 -21.53418 0.419 0.296 0.076
H -12.32357 -14.21712 -20.40594 0.025 -0.354 0.391
H -6.06466 -5.38128 -17.41768 -0.955 -0.529 -0.746
H -6.17672 -5.05289 -15.64090 0.304 -0.124 -0.757
H -5.91146 -14.27167 -19.40618 0.071 0.119 -0.630
H -6.17845 -8.32858 -14.62028 0.051 0.248 -1.500
H 2.55895 -7.16668 -22.69447 -0.872 -0.216 0.540
H -8.74884 -7.85579 -17.66498 0.104 -0.543 -0.175
H -1.68343 -4.61259 -18.83640 0.173 0.101 0.225
H -1.86062 -7.76351 -16.51796 0.526 0.512 -0.287
H -11.80202 -15.78793 -19.71603 -0.232 -0.688 0.098
H -0.60892 -9.34163 -18.80583 -1.236 1.092 -1.001
H -7.67602 -14.76300 -23.28631 0.261 -0.254 0.131
H 0.78165 -15.69620 -18.82802 -0.651 -0.072 -0.322
H 1.69826 -11.18981 -21.76958 0.321 -0.808 -0.215
H -10.59384 -14.77270 -18.01923 0.224 0.174 -0.045
H -2.14938 -14.63469 -20.69955 -0.204 -0.557 -0.340
```
Forces are in eV/Å.

Results
relative energy (zero: lowest compared OMol25 entry of this formula, charge and spin)	50.6	kcal per mole
frontier orbital gap	0.270	Eh
total energy	-6133.16132	a.u.
largest force on an atom	0.05656	Eh/bohr
net charge	0
lowest unoccupied orbital energy	-0.0320	Eh